[1]
The following is a DFT calculation (ωB97M-V/def2-TZVPD) of a molecular structure, C21H62NO17 at a distorted geometry.

```
101
Properties=species:S:1:pos:R:3:forces:R:3:lowdin_charge:R:1
C -1.16504 2.56655 1.57712 0.5698 3.8710 -1.6586 -0.01
N -1.10604 1.30255 0.82712 1.1017 -1.6340 1.2265 -0.33
C 0.32796 1.12855 0.44212 0.0806 -3.5606 -3.5456 0.00
C -1.33804 0.12255 1.69612 -7.2443 -3.9922 0.2831 -0.04
C -2.05304 1.32055 -0.35488 0.4048 -1.2783 0.0912 -0.05
C -1.85304 0.22455 -1.43888 1.4080 3.8778 -1.2817 -0.25
O -2.85504 0.36055 -2.37188 -1.5663 -0.2762 -2.6109 -0.06
H -0.61104 2.72755 2.48412 1.1747 -1.1466 0.0870 0.09
H -2.11404 2.83055 1.92612 -2.0905 -0.2626 -0.0020 0.08
H -0.86904 3.51955 0.88812 -0.4546 -2.6500 1.2052 0.17
H 1.08296 1.06555 1.20512 -0.3730 0.7598 0.8368 0.08
H 0.45596 1.89355 -0.30988 0.8265 0.0641 -0.1655 0.09
H 0.42996 -0.01545 -0.05288 -0.3537 3.2586 1.0147 0.17
H -0.70404 0.00855 2.49612 1.8585 0.4128 1.6054 0.03
H -1.45604 -1.02845 1.23212 0.8495 3.6974 0.2551 0.15
H -2.56304 0.07255 2.24312 3.7371 0.8872 -1.7718 0.20
H -2.00804 2.27055 -0.77488 1.0487 1.6904 -1.2024 0.09
H -3.03904 1.40655 0.03712 -0.8994 -1.0014 0.6554 0.11
H -1.72204 -0.71245 -1.16288 -0.3028 -4.5643 2.4489 0.06
H -0.88804 0.32855 -1.93088 0.4522 0.9800 -0.0643 0.12
H -2.68604 -0.09445 -3.27788 0.0956 0.7727 2.6049 0.12
C 1.16996 0.57455 5.09512 -2.3562 -0.4050 -2.2479 -0.31
C 0.40996 -0.24345 6.15412 1.3583 -0.2239 0.5597 -0.30
O -0.79204 -0.63945 5.62312 -2.6071 -0.9787 -0.8252 -0.09
O 2.33796 1.14555 5.58412 -0.7351 1.9649 1.4795 -0.08
H 0.45096 1.33955 4.50312 1.4168 -1.3445 1.5459 0.14
H 1.36096 -0.23745 4.32212 0.5157 1.2580 0.5618 0.12
H 0.22596 0.32855 7.06212 0.4575 0.0571 0.3201 0.12
H 1.08596 -1.13245 6.31012 -0.5846 0.8068 0.5459 0.14
H -1.45604 -1.07045 6.22412 1.5641 0.7546 -0.5364 0.13
H 2.02496 1.89655 6.20912 1.0158 -1.8528 -1.5070 0.15
C -2.13904 4.68455 -2.83088 1.8571 1.4404 2.6452 -0.25
C -0.60604 4.59755 -3.07488 -0.1329 0.7739 0.0537 -0.25
O 0.07996 3.79655 -2.15688 1.2532 -0.9803 0.8577 -0.10
O -2.57104 5.42455 -3.90588 5.6885 3.4417 1.7221 0.02
H -2.33604 5.24855 -1.84988 0.1265 -0.7456 -1.0920 0.14
H -2.61504 3.71755 -2.75188 0.0737 -0.5161 -0.1250 0.11
H -0.05504 5.58355 -3.07788 -1.3130 -0.5799 -0.3755 0.15
H -0.60804 4.14355 -4.04488 0.5934 -0.1005 -0.9124 0.11
H 1.04596 3.82655 -2.36588 -1.3370 -0.0241 0.2428 0.11
H -3.30104 5.08755 -4.19688 -6.8547 -2.8291 -2.9067 0.00
C 0.69996 -4.33045 -0.03188 4.4845 -0.8457 -0.3511 -0.31
C 0.23496 -3.56545 1.17512 -1.6377 1.2816 -1.9672 -0.21
O 0.93196 -2.26445 1.05512 -4.4737 -0.0365 -1.1872 -0.08
O 0.18496 -5.65845 -0.12288 -0.0093 -2.1566 2.1972 -0.14
H 1.83296 -4.49245 0.10712 -1.0878 0.3987 0.1484 0.13
H 0.85296 -3.65645 -1.00688 -1.8354 -1.7531 1.7370 0.15
H 0.56496 -4.02345 2.12212 -0.7759 -0.0250 -0.3112 0.13
H -0.89504 -3.45545 0.99612 1.4812 0.1329 1.1379 0.14
H 1.64496 -2.59045 1.47912 4.6893 -0.3031 2.0903 0.00
H 0.46796 -6.33345 0.72012 -0.8790 3.4167 -3.4859 0.21
C -1.96304 -3.88645 -3.94388 -11.6952 2.9374 1.8608 -0.23
C -2.32004 -2.81545 -5.07688 1.9467 -2.6464 -1.3502 -0.15
O -1.99104 -1.44545 -4.71388 0.7395 -2.6960 1.6438 -0.08
O -2.61904 -5.08545 -4.24788 -0.4984 0.4420 -0.9520 -0.04
H -2.22004 -3.51645 -2.80488 0.0065 -0.4214 -2.6301 0.17
H -1.06804 -3.93745 -3.90288 11.5585 -1.1263 0.1768 -0.02
H -3.33104 -2.91445 -5.45588 -0.3858 0.1666 0.5646 0.11
H -1.68004 -3.26945 -6.05288 -1.2244 1.6961 2.4252 0.18
H -2.33804 -0.95545 -5.40788 -0.7985 1.7500 -2.0683 0.06
H -2.39204 -5.82645 -3.69088 0.4330 0.0506 0.3879 0.09
C -5.21204 -0.31145 0.24812 -2.7402 -0.2897 4.7249 -0.28
C -6.57304 -0.94045 0.70712 -1.9273 -0.9025 0.2892 -0.20
O -7.62304 0.00655 0.43612 0.5353 0.2680 -1.0867 -0.11
O -4.19304 -1.10445 0.64412 3.4154 -2.4037 1.9470 -0.09
H -5.05104 0.69855 0.66312 -0.2841 -0.4243 0.1048 0.13
H -5.10404 -0.27545 -0.71688 -0.6486 0.8244 -5.8293 0.06
H -6.80304 -1.09145 1.84112 1.8305 -0.4272 -1.7409 0.14
H -6.72704 -1.98845 0.10012 0.3628 2.3683 1.4601 0.16
H -8.50304 -0.36045 0.55212 0.1741 -0.2928 0.0765 0.08
H -4.12504 -2.01945 0.28912 -0.7601 1.2523 0.0088 0.13
C 4.21296 0.40555 1.26612 -1.7202 0.4838 -3.0703 -0.19
C 5.34596 -0.40445 0.64812 -3.1006 1.2108 -4.7675 -0.36
O 5.67696 -1.29845 1.52112 3.7649 -4.3426 4.8862 -0.04
O 3.67696 1.36655 0.30912 0.1422 0.3363 0.1111 -0.11
H 4.65396 0.93355 2.04012 0.3500 0.8452 2.1497 0.07
H 3.23796 -0.07745 1.49412 1.3273 -0.6045 0.5153 0.13
H 6.16396 0.23455 0.38312 0.3987 0.7786 -0.4434 0.12
H 4.95296 -0.93145 -0.38588 0.9049 1.2667 2.2147 0.17
H 6.59196 -1.22045 1.96612 -2.3092 0.0286 -1.4147 0.17
H 4.36296 1.99655 0.07312 0.1908 0.0041 -0.1525 0.09
C 2.46396 -3.44745 -3.32588 1.8513 4.8642 -5.8005 -0.25
C 1.63596 -2.42545 -4.08488 -3.0058 -0.4399 -1.2432 -0.21
O 0.60396 -1.83945 -3.26188 -1.5370 0.1787 -0.3156 -0.12
O 3.54196 -3.90845 -4.07488 1.1633 -0.7672 -0.6782 -0.02
H 1.83496 -4.02045 -2.92388 -4.9051 -6.3010 2.2499 0.03
H 2.62696 -2.88445 -2.49888 2.6980 1.8055 2.6704 0.10
H 1.09196 -2.79645 -4.98088 0.4411 -0.7796 0.3190 0.12
H 2.09796 -1.59745 -4.49288 2.2834 1.4651 -0.5716 0.09
H -0.15204 -1.51845 -3.86088 1.6531 -0.7615 1.2112 0.08
H 3.42696 -4.22045 -5.02388 -0.7419 0.7702 2.1280 0.14
C 4.52896 3.87855 3.60612 0.0204 -0.8952 -5.4273 -0.23
C 3.31296 4.30355 2.74412 -0.6121 -0.6670 3.5101 -0.20
O 2.54896 3.18155 2.40512 -4.3436 3.1313 7.2638 -0.01
O 5.40596 4.94155 3.81712 -2.3417 0.8323 -1.4212 0.01
H 4.97196 2.88855 3.01212 -0.2408 2.5284 0.5932 0.15
H 4.30496 3.35155 4.42912 -1.5557 -1.1688 3.5960 0.07
H 3.55496 4.78555 1.89212 1.6738 1.5845 -2.9033 0.08
H 2.67596 5.05955 3.23712 0.1368 -0.5931 0.3786 0.14
H 2.90296 2.83955 1.71612 3.5846 -3.9843 -7.3732 -0.07
H 6.07996 4.46255 4.18412 3.5102 -0.8676 1.7463 0.04
```
Forces are in eV/Å.

Summary:
Energy ... -2170.2949 hartree
Net charge ... +1
LUMO level ... -1.742 eV
Frontier orbital gap ... 10.227 eV
HOMO level ... -11.97 eV
Energy relative to the best compared isomer or geometry (same formula, charge and spin) ... 0.0 kJ/mol


[2]
The following is a DFT calculation (ωB97M-V/def2-TZVPD) of 2 unconnected molecules or ions with the total composition C4H10NO2 at a distorted geometry.

```
17
Properties=species:S:1:pos:R:3:forces:R:3:lowdin_charge:R:1
C -0.57221 -0.51714 -0.39791 -1.6507 -0.9088 -0.3254 -0.30
C -0.34138 -0.21936 1.06266 1.1307 -1.1131 -0.6602 -0.22
C -0.28863 -1.56350 1.85097 0.3516 0.4720 1.4550 -0.57
O -0.32792 -1.39107 3.18745 -0.1492 0.1069 -0.0513 -0.39
N -0.69297 0.71811 -1.16136 0.3305 1.0860 0.9381 0.00
C 1.22175 1.37580 -1.58940 0.3970 0.9377 -0.3393 -0.30
O 1.19675 1.61515 -2.79887 0.0294 -0.0130 0.0329 -0.14
H 0.15998 -1.18082 -0.84111 0.5890 0.1255 0.0026 0.11
H -1.47189 -1.14704 -0.35261 -0.3434 0.2702 -0.6872 0.10
H 0.66093 0.22300 1.10243 -0.3553 0.5304 0.7335 0.10
H -1.16170 0.34212 1.50334 0.1506 0.4717 -0.0150 0.10
H -1.14283 -2.19575 1.49606 0.1420 -0.1086 -0.4175 0.08
H 0.68493 -2.03350 1.56216 -0.1631 -0.3474 -0.5587 0.08
H -1.16691 1.39710 -0.57880 0.0207 0.0918 -0.1530 0.10
H -0.83962 0.95121 -2.13259 -0.3388 -1.2156 -0.1604 0.09
H 1.09329 2.17864 -0.84425 0.1190 0.0412 -0.0121 0.08
H 1.77339 0.51118 -1.20754 -0.2602 -0.4270 0.2180 0.08
```
Forces are in eV/Å.

Summary:
Energy ... -363.5688 hartree
Net charge ... -1
LUMO level ... 3.653 eV
Frontier orbital gap ... 6.056 eV
HOMO level ... -2.40 eV
Energy relative to the best compared isomer or geometry (same formula, charge and spin) ... 408.7 kJ/mol


[3]
The following is a DFT calculation (ωB97M-V/def2-TZVPD) of a molecular structure, C39H45AsGeN2Y.

```
89
Properties=species:S:1:pos:R:3:forces:R:3:lowdin_charge:R:1
Y 0.76626 1.02512 -0.30120 -0.3735 0.5164 -0.3867 1.50
C 6.07845 1.07199 2.12979 0.0046 0.0100 0.0083 0.02
C 4.97657 0.71739 1.19701 0.1425 0.0464 0.1501 -0.25
C 4.98810 0.02171 0.00262 -0.0396 -0.0927 -0.2051 0.06
C 3.66666 -0.01294 -0.43127 0.4454 -0.2311 -0.2218 -0.34
N 2.87406 0.62363 0.43349 0.0633 0.3146 0.6633 -0.10
N 3.70414 1.07348 1.41732 -0.1994 0.0125 -0.0110 0.07
C 3.11214 -0.69469 -1.63161 -0.1546 -0.1933 -0.0965 -0.01
H 6.88616 0.34952 2.04331 0.0003 -0.0018 0.0022 0.10
H 5.73738 1.08898 3.16423 -0.0008 0.0014 -0.0010 0.10
H 6.48143 2.05599 1.88572 -0.0017 0.0001 -0.0044 0.10
H 5.84503 -0.41803 -0.47883 0.0002 0.0030 0.0006 0.14
H 3.34088 1.53398 2.23638 -0.0057 0.0131 -0.0126 0.18
H 3.80865 -0.63522 -2.46505 -0.0076 -0.0060 -0.0150 0.11
H 2.16420 -0.27449 -2.00744 0.0819 -0.0067 0.0140 0.04
H 2.91896 -1.74557 -1.40782 0.0089 -0.0122 -0.0532 0.10
C -0.06962 8.56646 0.02170 0.0065 0.0334 -0.0201 -0.03
C -0.39629 7.78859 1.12265 -0.0110 -0.0134 0.0527 -0.05
C -0.26192 6.40834 1.06339 0.0680 0.0198 -0.0531 -0.11
C 0.19194 5.83971 -0.12098 0.0421 -0.0385 -0.2408 -0.41
C 0.52174 6.60701 -1.23693 -0.0546 0.0023 0.0964 -0.09
C 0.39127 7.98300 -1.15383 0.0034 -0.0264 -0.0122 -0.04
As 0.32374 3.93642 -0.21817 -0.0680 -0.4384 0.2946 1.31
C -0.93772 3.19850 -1.51230 -0.1585 0.1996 0.2733 -0.37
C -2.33178 3.25605 -1.43806 0.2465 -0.0046 0.1205 -0.08
C -3.08008 2.68661 -2.45123 -0.1604 0.0600 0.0968 -0.05
C -2.45504 2.02221 -3.50229 -0.0500 -0.1137 -0.1674 -0.03
C -1.07947 1.94017 -3.57306 0.2618 -0.0188 0.0765 0.01
C -0.30285 2.55676 -2.58261 0.0955 -0.1361 -0.1084 -0.27
C 1.17776 2.66585 -2.56774 0.1403 0.0499 0.1520 -0.28
C 2.05499 2.16725 -3.53450 0.0449 -0.0394 -0.0247 -0.01
C 3.41532 2.41517 -3.42047 -0.0236 0.0414 0.0522 -0.03
C 3.92656 3.13289 -2.33784 -0.0397 -0.0470 -0.0510 -0.03
C 3.07572 3.60695 -1.35029 0.0304 -0.0400 -0.0152 -0.08
C 1.70610 3.38933 -1.47078 -0.1568 0.0907 -0.1892 -0.42
H -0.17039 9.64195 0.07880 -0.0025 -0.0025 0.0016 0.12
H -0.74891 8.25683 2.03140 0.0028 -0.0065 0.0032 0.12
H -0.49369 5.79356 1.92369 -0.0278 0.0214 0.0176 0.10
H 0.87245 6.13839 -2.14802 0.0042 0.0408 -0.0240 0.11
H 0.64613 8.60105 -2.00388 -0.0030 0.0013 0.0002 0.12
H -2.81009 3.77908 -0.61849 -0.0501 -0.0022 -0.0312 0.12
H -4.15893 2.77312 -2.43805 0.0018 -0.0061 0.0047 0.12
H -3.05410 1.58199 -4.28840 0.0003 0.0024 0.0002 0.13
H -0.61078 1.43505 -4.40774 -0.0049 0.0121 -0.0129 0.12
H 1.67741 1.62574 -4.39299 0.0068 -0.0048 0.0023 0.13
H 4.08675 2.06256 -4.19246 -0.0006 -0.0030 0.0009 0.13
H 4.98854 3.33075 -2.27841 0.0000 0.0006 0.0041 0.13
H 3.46896 4.16501 -0.50884 0.0205 0.0256 -0.0280 0.12
C -0.40185 -0.86709 -0.28308 -0.0356 -0.2258 -0.0894 -0.19
C 0.06195 -2.00222 -0.14338 -0.1746 0.3034 -0.0500 -0.15
C 0.55221 -3.33511 0.01416 0.0673 -0.0237 0.0530 -0.28
C 0.34846 -4.28377 -0.99337 -0.0132 0.0342 -0.0100 -0.03
C 0.82517 -5.57199 -0.82766 -0.0027 -0.0232 -0.0260 -0.05
C 1.50426 -5.92113 0.33301 0.0034 0.0236 0.0123 -0.04
C 1.70982 -4.98130 1.33645 0.0047 -0.0175 -0.0015 -0.05
C 1.23765 -3.69061 1.18188 -0.0282 0.0157 -0.0091 -0.03
H -0.18073 -4.00373 -1.89507 0.0046 -0.0088 -0.0059 0.12
H 0.66702 -6.30718 -1.60480 0.0044 -0.0036 0.0024 0.12
H 1.87327 -6.93016 0.45735 -0.0005 -0.0029 0.0002 0.12
H 2.23297 -5.25863 2.24132 0.0050 -0.0095 -0.0048 0.12
H 1.38278 -2.95592 1.96398 0.0053 0.0001 0.0005 0.11
C -0.83114 0.67613 3.90320 0.0637 0.0103 -0.0635 -0.09
C -1.76381 1.09606 2.77410 -0.0361 -0.2519 0.0940 -0.27
C -2.51954 -0.08325 2.17013 -0.0352 -0.1035 0.0516 -0.31
C -3.47819 0.35611 1.06137 0.0902 0.0054 -0.0154 -0.32
Ge -4.21484 -1.15926 0.11563 0.1688 -0.1646 -0.0533 1.17
C -4.02037 -3.00801 0.65488 -0.0226 0.1096 0.0323 -0.28
C -5.50002 -3.41172 0.72423 -0.1111 0.0093 0.0443 -0.27
C -6.28147 -2.25222 1.33948 -0.0116 0.1097 -0.0575 -0.30
C -7.79418 -2.37894 1.33633 0.0315 -0.0565 0.0139 -0.06
H -0.29495 1.53007 4.31563 -0.0031 0.0101 0.0286 0.08
H -0.09608 -0.05906 3.56158 -0.0200 -0.0100 -0.0072 0.07
H -1.39149 0.21638 4.71706 -0.0010 0.0113 0.0023 0.09
H -1.19107 1.59957 1.97666 0.0426 0.0989 -0.1283 0.06
H -2.47640 1.84102 3.13657 0.0297 0.0518 -0.0459 0.12
H -3.06867 -0.60704 2.95840 -0.0553 0.1322 0.0442 0.12
H -1.80702 -0.81473 1.77622 -0.0173 0.1012 0.0438 0.06
H -2.96246 0.92241 0.27536 0.0411 -0.0118 0.0556 0.04
H -4.26002 1.01761 1.44177 -0.1221 -0.0957 -0.0427 0.09
H -4.71590 -0.93326 -1.31256 -0.0462 0.0489 0.0367 0.00
H -3.54035 -3.05424 1.63222 0.0313 0.0003 -0.0093 0.08
H -3.42584 -3.57360 -0.06036 -0.0200 -0.0484 0.0079 0.08
H -5.65582 -4.30589 1.32867 0.0720 -0.0255 -0.0285 0.13
H -5.88702 -3.63068 -0.27292 -0.0008 0.0114 -0.0050 0.12
H -6.08133 -1.29052 0.72932 -0.0044 -0.0360 0.0329 0.06
H -5.90224 -2.02275 2.33928 -0.0056 -0.0146 0.0034 0.13
H -8.17492 -2.54897 0.33037 -0.0062 0.0099 -0.0016 0.09
H -8.27403 -1.49759 1.75612 -0.0116 -0.0013 -0.0047 0.09
H -8.06940 -3.23657 1.95254 -0.0095 0.0040 -0.0033 0.10
```
Forces are in eV/Å.

Summary:
Energy ... -5972.7062 hartree
Net charge ... +3
LUMO level ... -8.516 eV
Frontier orbital gap ... 7.082 eV
HOMO level ... -15.60 eV


[4]
The following is a DFT calculation (ωB97M-V/def2-TZVPD) of 2 unconnected molecules or ions with the total composition C5H5F5O3S at a distorted geometry.

```
19
Properties=species:S:1:pos:R:3:forces:R:3:lowdin_charge:R:1
C 0.96782 -0.29151 -0.05351 -2.0613 0.0630 -0.1575 -0.12
C 1.11177 -1.37400 -0.79645 -0.5379 -0.4970 -1.6771 -0.22
C -1.98916 -1.03301 0.76334 -0.1654 -0.6543 0.1127 -0.06
C -1.57114 0.02285 -0.19818 0.4907 0.4280 0.2123 -0.15
C 2.10669 0.14356 0.83221 -2.9764 1.4777 -0.8005 -0.63
O -1.21253 3.06218 -0.69618 -2.3616 0.3100 -0.4295 -0.39
O 0.94345 2.63711 -1.68878 1.5788 -0.5772 -2.5595 -0.37
O -0.15582 0.52067 0.06021 -0.8196 -1.3401 -0.2634 -0.18
F 0.17541 -1.86894 -1.67594 1.6080 0.6167 1.5320 0.11
F 2.27348 -2.02361 -0.86780 -1.0327 0.0252 -0.0324 0.15
F 3.15591 0.30464 0.09942 2.5585 -0.6746 -0.2540 0.22
F 1.81448 1.37565 1.29040 0.1126 0.0375 0.8349 0.12
F 2.19620 -0.67412 1.85345 1.2280 -0.5028 0.7749 0.21
S 0.16127 2.81445 -0.54842 0.7453 1.0380 2.7847 0.85
H -2.45384 -1.87879 0.23857 0.0094 0.3063 0.1015 0.10
H -1.05475 -1.39272 1.11852 0.6444 -0.7923 0.9402 0.07
H -2.63186 -0.74779 1.57318 -0.0953 0.3608 0.4576 0.08
H -2.19954 0.91979 -0.19602 0.5668 -0.1378 -0.0899 0.12
H -1.63784 -0.51639 -1.10800 0.5078 0.5131 -1.4870 0.10
```
Forces are in eV/Å.

Summary:
Energy ... -1316.6877 hartree
Net charge ... 0
LUMO level ... 0.247 eV
Frontier orbital gap ... 10.347 eV
HOMO level ... -10.10 eV
Energy relative to the best compared isomer or geometry (same formula, charge and spin) ... 14.2 kJ/mol